(1)
# C17H33Br2F5NO3Si3

A structure of composition C17H33Br2F5NO3Si3 in a non-equilibrium geometry (wB97M-V/def2-TZVPD, OMol25).

The geometry in ORCA input format:
```
! wB97M-V def2-TZVPD RIJCOSX def2/J DEFGRID3
* xyz 1 1
C 3.9987 4.2116 1.9680
C 4.9519 3.5422 1.0336
Br 6.5802 2.9716 1.8115
C 4.6579 3.3795 -0.2485
Br 5.9136 2.4884 -1.4057
Si 3.0831 3.9793 -1.0800
O 1.7104 3.0604 -0.6691
Si 1.9098 1.5301 -0.1514
O 2.9720 0.6574 -1.0366
C 0.1517 0.7057 -0.3242
F 0.1999 -0.5401 -0.8494
F -0.4278 0.6052 0.9001
C -0.8389 1.5127 -1.1672
F -1.2041 2.6158 -0.5400
F -1.9447 0.7773 -1.3865
F -0.3190 1.8114 -2.3512
Si 2.5517 6.1962 -0.7085
C 4.0517 7.1797 -0.1097
C 1.1567 6.1869 0.5800
C 1.7917 6.9891 -2.2490
H 4.0944 5.2864 1.9213
H 2.9734 3.8983 1.8250
H 4.2655 3.9442 2.9813
H 3.2912 3.8127 -2.5347
H 2.2040 1.5429 1.2895
H 3.4223 0.0405 -0.4540
H 4.9467 6.5694 -0.2065
H 4.2196 8.0667 -0.7066
H 3.9753 7.4591 0.9338
H 0.9773 7.1657 1.0045
H 1.3745 5.5032 1.3904
H 0.2774 5.7968 0.0822
H 1.5523 8.0118 -1.9899
H 0.8936 6.4364 -2.4851
H 2.4863 6.9589 -3.0749
C -2.9993 -5.1126 2.4203
C -3.5820 -5.6141 1.0843
C -2.6457 -6.6378 0.4240
C -1.3870 -6.0262 -0.1959
C -1.7312 -4.9018 -1.1749
C -2.6127 -3.8041 -0.5633
N -3.8055 -4.4620 0.1154
O -4.6966 -4.7144 -0.6829
C -1.7917 -2.9458 0.4216
C -3.0691 -2.8290 -1.6473
C -4.9010 -6.2846 1.4625
H -1.9981 -4.6992 2.3418
H -3.6452 -4.3588 2.8706
H -2.9272 -5.9437 3.1168
H -3.1961 -7.1736 -0.3566
H -2.3722 -7.3772 1.1742
H -0.7200 -5.6627 0.5881
H -0.8382 -6.8050 -0.7262
H -0.8204 -4.4354 -1.5460
H -2.2409 -5.3326 -2.0434
H -2.4381 -2.3536 1.0702
H -1.1690 -2.2509 -0.1317
H -1.1088 -3.5207 1.0425
H -3.5781 -3.3237 -2.4740
H -2.2007 -2.3258 -2.0612
H -3.7342 -2.0680 -1.2374
H -5.6095 -5.5638 1.8715
H -4.7090 -7.0351 2.2230
H -5.3728 -6.7909 0.6214
*
```

Properties
- HOMO-LUMO gap: 4.04 eV
- Electronic energy: -7463.70705 Ha
- HOMO: -10.7 eV

These are the Löwdin partial charges, in e, on atoms 1 to 6: -0.145 -0.856 0.755 -0.837 0.668 0.472

(2)
# C17H33BrCl3FN2O10PS2

A cluster of 4 separate species, C17H33BrCl3FN2O10PS2 in total (wB97M-V/def2-TZVPD, OMol25).

The geometry in ORCA input format:
```
! wB97M-V def2-TZVPD RIJCOSX def2/J DEFGRID3
* xyz 1 1
C 3.9000 -3.3410 1.6088
C 3.5507 -3.7046 0.1538
C 3.9382 -2.7039 -0.9589
Br 4.4123 -3.7954 -2.5112
C 2.8306 -1.6436 -1.3544
S 2.4820 -1.4585 -3.1439
O 1.5455 -2.1042 -0.9901
C 1.0436 -1.7178 0.2674
C 0.6353 -0.2238 0.2704
C 0.6514 0.2500 1.7254
Cl 1.6834 1.5549 2.1525
C -0.1189 -0.3130 2.6558
C -1.1428 -1.3991 2.4763
Cl -0.0178 0.2218 4.2869
N -0.6369 -0.0288 -0.3997
C -1.7032 0.7732 0.0715
C -3.0800 0.3703 -0.3727
O -1.4819 1.7205 0.7736
C -0.8498 -0.7376 -1.6725
C -1.5111 -2.0832 -1.7142
O -0.4578 -0.1785 -2.6593
N 1.6878 0.4704 -0.6724
P 1.6996 2.5162 -0.8713
O 0.4971 3.0147 0.0070
O 0.9534 2.5069 -2.3002
C 3.0503 -0.2023 -0.7098
Cl 3.8263 -0.2873 0.8685
S 4.3062 0.7438 -1.7327
O 3.6702 1.4200 -2.8051
O 5.3950 -0.1413 -1.9062
F 4.7482 1.8333 -0.7138
H 4.7533 -2.6695 1.6822
H 4.1430 -4.2563 2.1488
H 3.0702 -2.8897 2.1585
H 4.1070 -4.6133 -0.0642
H 2.5001 -3.9813 0.0629
H 4.8787 -2.2183 -0.7169
H 3.6564 -0.9907 -3.5759
H 0.1672 -2.3362 0.4291
H 1.7389 -1.9231 1.0802
H -0.7382 -2.3507 2.8343
H -1.4691 -1.5269 1.4468
H -2.0055 -1.1785 3.1039
H -3.8058 0.8261 0.3000
H -3.2340 -0.7066 -0.3558
H -3.2884 0.7490 -1.3777
H -1.8589 -2.4424 -0.7487
H -0.7665 -2.7871 -2.0941
H -2.3277 -2.0493 -2.4354
H 1.3224 0.1964 -1.6014
H -0.4045 2.8691 -0.3240
H 1.0971 1.7743 -2.9148
C -6.1242 0.8341 2.5068
O -6.1571 0.7037 1.0896
H -5.1613 1.2682 2.7711
H -6.9151 1.4952 2.8674
H -6.2232 -0.1339 3.0051
H -7.0149 0.3386 0.8410
C 5.0879 4.9808 1.3064
O 6.1195 4.0075 1.2100
H 5.5525 5.9033 1.6437
H 4.6115 5.1659 0.3385
H 4.3216 4.6923 2.0324
H 5.7257 3.1846 0.9134
C -8.6079 1.2887 -1.8644
O -8.4488 1.5553 -0.4755
H -9.3201 0.4721 -1.9521
H -9.0036 2.1553 -2.3981
H -7.6651 0.9849 -2.3284
H -7.8199 2.2762 -0.3744
*
```

Properties
- HOMO-LUMO gap: 9.26 eV
- Electronic energy: -6721.34764 Ha
- HOMO: -12.2 eV

These are the Löwdin partial charges, in e, on atoms 1 to 6: -0.113 -0.281 -0.633 0.779 -0.736 0.893

Q: What is the HOMO-LUMO gap in the second record?
A: 9.26 eV